# 1
37
Properties=species:S:1:pos:R:3 method="wB97M-V/def2-TZVPD" de_lowest_ev=0.000 orbital_gap_ev=7.27 e_homo_ev=-4.5 multiplicity=1 charge=-1
Y 0.10 -14.94 -13.79
C 4.09 -15.60 -13.78
C 2.99 -16.67 -13.88
O 1.85 -16.31 -13.24
H 4.44 -15.51 -12.75
H 3.63 -14.64 -14.02
H 4.93 -15.80 -14.46
H 3.39 -17.64 -13.48
H 2.84 -16.90 -14.97
O -1.34 -13.40 -14.37
H -1.75 -12.54 -14.36
O -0.31 -14.77 -11.55
H -0.82 -15.57 -11.38
C 0.15 -16.62 -16.95
O 1.38 -15.88 -17.28
O -0.31 -16.30 -15.80
C -0.85 -16.28 -18.08
F -0.84 -14.99 -18.46
F -0.59 -17.00 -19.22
F -2.12 -16.59 -17.75
C 2.29 -16.51 -18.15
C 3.49 -15.62 -18.29
H 4.18 -16.03 -19.03
H 3.19 -14.61 -18.58
H 4.03 -15.57 -17.35
H 1.84 -16.71 -19.12
H 2.61 -17.47 -17.72
H 0.39 -17.70 -17.08
O 1.48 -13.19 -13.02
H 1.85 -12.40 -13.41
H 1.86 -13.30 -12.14
O -2.03 -16.36 -13.36
H -2.49 -16.53 -12.54
H -2.64 -16.55 -14.08
O 1.48 -13.93 -15.64
H 1.96 -13.13 -15.88
H 1.61 -14.57 -16.37


# 2
27
Properties=species:S:1:pos:R:3 method="wB97M-V/def2-TZVPD" de_lowest_ev=0.220 orbital_gap_ev="3.49 / 11.17" e_homo_ev="-2.7 / -10.6" multiplicity=2 s2=0.751
C 1.50 1.02 -1.70
C 2.16 1.57 -0.42
C 3.53 2.14 -0.83
N 0.06 0.72 -1.35
H 2.06 0.15 -2.11
H 1.39 1.78 -2.46
H 2.20 0.83 0.41
H 1.47 2.34 -0.10
H 3.42 2.87 -1.64
H 4.25 1.34 -1.04
H 3.97 2.74 -0.05
H -0.49 0.44 -2.21
H -0.38 1.62 -1.10
C -1.30 -1.00 1.47
C -2.28 -1.91 0.75
C -3.67 -1.66 1.32
N 0.01 -0.93 0.75
H -1.63 0.01 1.60
H -1.08 -1.28 2.51
H -1.92 -2.96 0.84
H -2.31 -1.70 -0.30
H -3.53 -1.54 2.41
H -4.14 -0.76 0.92
H -4.35 -2.51 1.15
H 0.26 -1.96 0.64
H -0.04 -0.32 -0.25
H 0.71 -0.50 1.38


# 3
28
Properties=species:S:1:pos:R:3 method="wB97M-V/def2-TZVPD" de_lowest_ev=4.486 orbital_gap_ev="7.95 / 7.97" e_homo_ev="-11.3 / -11.3" multiplicity=1 charge=+1
C -1.37 -0.79 -1.43
C -1.75 -1.56 0.93
C 1.78 -1.67 -0.22
C 2.18 2.04 -0.01
C 0.65 0.38 0.66
C -1.61 -0.36 -0.03
N 1.47 -0.71 0.85
N 0.99 1.30 -0.43
Si -2.40 1.28 0.32
H -1.39 -0.03 -2.23
H -0.52 -1.27 -1.68
H -2.12 -1.42 -1.78
H -2.49 -2.18 0.55
H -1.81 -1.12 2.00
H -0.96 -2.31 0.79
H 1.60 -2.61 0.18
H 1.42 -1.38 -1.21
H 2.94 -1.59 -0.49
H 2.92 2.38 -0.71
H 1.96 2.85 0.51
H 2.87 1.46 0.59
H 0.38 0.73 1.64
H 1.12 -1.19 1.69
H 1.26 0.68 -1.30
H 0.19 1.85 -0.56
H -2.36 1.13 1.84
H -3.61 1.87 -0.12
H -1.33 2.27 -0.34


# 4
29
Properties=species:S:1:pos:R:3 method="wB97M-V/def2-TZVPD" de_lowest_ev=0.000 orbital_gap_ev="6.98 / 4.73" e_homo_ev="-9.7 / -12.5" multiplicity=3 s2=2.010 charge=+1
C -1.39 -1.90 -0.43
C -2.72 -1.18 1.55
C 0.36 2.03 0.76
C 2.35 0.09 -1.68
C 3.63 0.64 0.31
C -2.02 -0.69 0.30
N -2.84 0.02 -0.63
N -0.76 1.20 0.28
N -0.93 0.10 0.81
N 2.36 0.15 -0.19
H -1.16 -1.74 -1.37
H -2.23 -2.59 -0.52
H -0.59 -2.21 0.08
H -2.03 -1.91 1.96
H -3.10 -0.26 2.04
H -3.70 -1.75 1.30
H 0.20 2.30 1.87
H 1.32 1.31 0.63
H 0.49 2.83 -0.04
H 3.27 -0.60 -1.88
H 1.35 -0.26 -1.91
H 2.43 0.99 -2.18
H 3.68 1.70 -0.17
H 3.51 0.81 1.32
H 4.55 -0.04 -0.08
H -3.30 -0.42 -1.44
H -3.49 0.63 -0.24
H -1.35 1.53 -0.54
H 2.11 -0.78 0.10


The highest multiplicity belongs to which entry?
C6H19N4


Which value of multiplicity does entry 4 give?
3